Formula: C32H35AsCsN7O4S4Sb
Source: OMol25
Level of theory: ωB97M-V/def2-TZVPD

Computed properties:
* ΔE to the lowest compared entry with this formula, charge and spin: 27.0 kcal per mole
* multiplicity: 2
* E_HOMO (alpha / beta): -1.05 / -3.46 eV
* LUMO (alpha / beta): 3.52 / 3.52 eV
* net charge: -2

Last column: Mulliken spin population.
Cartesian coordinates (Å):
Cs 0.178 0.267 0.084  0.002
O -1.794 6.014 5.344  0.003
C -0.924 5.206 6.014  0.004
O -0.532 5.567 7.096  0.024
C -0.517 3.953 5.330  0.086
C -1.084 3.485 4.138  -0.023
C -0.650 2.327 3.538  0.063
C 0.396 1.543 4.099  -0.066
C 0.960 2.029 5.313  0.097
C 0.506 3.195 5.897  -0.033
N 0.795 0.435 3.427  0.138
C 1.477 -0.518 4.068  0.284
C 2.158 -1.573 3.394  0.061
C 2.807 -2.597 4.134  0.070
C 3.518 -3.571 3.485  -0.017
C 3.597 -3.556 2.082  0.171
C 2.912 -2.543 1.427  -0.079
N 2.207 -1.583 2.029  0.143
H -1.953 5.640 4.468  0.000
H -1.905 4.006 3.652  -0.002
H -1.116 1.972 2.627  -0.005
H 1.789 1.495 5.759  0.017
H 0.959 3.560 6.812  -0.001
H 1.517 -0.541 5.158  0.044
H 2.738 -2.587 5.217  0.002
H 4.019 -4.344 4.058  0.001
H 4.157 -4.294 1.523  0.014
H 2.928 -2.509 0.337  -0.002
S -3.441 -3.601 -1.945  0.000
Sb -3.381 -1.731 -0.728  0.000
S -3.155 0.305 -1.602  0.000
S -3.980 -1.810 1.442  0.000
O 2.148 -2.847 -2.316  0.000
S 1.853 -1.410 -2.708  -0.001
C 2.836 -1.069 -4.162  0.000
C 3.498 -2.119 -4.774  0.000
C 4.245 -1.844 -5.916  0.000
C 4.320 -0.548 -6.415  0.000
C 3.654 0.493 -5.776  0.000
C 2.911 0.230 -4.635  0.000
C 0.281 -1.399 -3.558  0.001
C -0.218 -2.603 -4.026  0.000
C -1.389 -2.580 -4.766  0.000
C -2.026 -1.376 -5.040  0.000
C -1.513 -0.185 -4.549  0.000
C -0.356 -0.186 -3.784  0.000
H 3.426 -3.114 -4.353  0.000
H 4.770 -2.650 -6.416  0.000
H 4.904 -0.346 -7.306  0.000
H 3.705 1.511 -6.146  0.000
H 2.395 1.032 -4.130  0.000
H 0.288 -3.530 -3.789  0.000
H -1.828 -3.512 -5.103  0.000
H -2.957 -1.375 -5.594  0.000
H -2.039 0.745 -4.716  0.000
H 0.042 0.734 -3.367  0.000
C 0.752 -5.126 0.419  0.003
N 0.356 -3.913 -0.258  0.001
C -0.474 -3.009 0.286  0.001
N -0.943 -3.211 1.531  -0.005
O -0.777 -1.950 -0.353  0.003
H 1.320 -5.733 -0.282  -0.001
H -0.124 -5.709 0.716  0.000
H 1.378 -4.939 1.295  0.001
H 0.870 -3.599 -1.076  0.001
H -0.777 -4.094 1.979  0.000
H -1.806 -2.723 1.771  0.000
C 0.195 4.569 0.542  0.000
As -1.073 3.314 -0.272  -0.001
C -2.711 4.090 0.490  0.000
C -1.212 4.205 -2.011  0.000
H -0.153 5.597 0.422  0.000
H 1.161 4.447 0.052  0.000
H 0.301 4.333 1.601  0.000
H -2.717 5.177 0.389  0.000
H -2.791 3.818 1.544  0.000
H -3.567 3.660 -0.029  0.000
H -1.462 5.258 -1.882  0.000
H -1.989 3.712 -2.596  0.000
H -0.264 4.117 -2.541  0.000
N 2.292 4.097 -5.354  0.000
C 2.513 3.720 -4.276  0.000
N 2.893 3.333 -3.072  0.000
C 2.115 2.636 -2.290  0.000
N 1.473 2.003 -1.542  -0.001

---

Formula: C32H35AuClFN9O7S
Source: OMol25
Level of theory: ωB97M-V/def2-TZVPD

Computed properties:
* ΔE to the lowest compared entry with this formula, charge and spin: 34.9 kcal per mole
* multiplicity: 1
* E_HOMO (alpha / beta): -10.86 / -10.85 eV
* LUMO (alpha / beta): -6.43 / -6.47 eV
* net charge: +1

Last column: Mulliken charge in e.
Cartesian coordinates (Å):
Au -0.250 2.774 0.290  0.927
N -0.158 -2.894 5.809  -0.483
C -0.022 -1.652 5.297  1.282
C -1.121 -1.014 4.688  -0.988
C -0.966 0.226 4.115  -0.529
C 0.272 0.848 4.145  -0.375
C 1.364 0.255 4.763  -0.399
C 1.220 -0.986 5.345  -0.806
S 0.477 2.345 3.207  1.598
O 1.553 3.127 3.715  -0.677
O -0.804 2.944 2.946  -0.750
N 0.842 1.678 1.709  -0.030
C 2.098 1.608 1.290  0.420
N 3.099 1.311 2.114  -0.357
C 4.329 1.352 1.663  -0.332
C 4.634 1.650 0.341  -0.705
C 3.531 1.874 -0.475  -0.257
N 2.302 1.845 -0.017  -0.198
H -1.056 -3.348 5.809  0.195
H 0.609 -3.340 6.282  0.197
H -2.084 -1.503 4.683  0.354
H -1.786 0.752 3.651  0.708
H 2.303 0.784 4.777  0.450
H 2.052 -1.454 5.850  0.371
H 5.097 1.160 2.402  0.509
H 5.648 1.712 -0.018  0.463
H 3.633 2.092 -1.531  0.487
C -2.859 -4.047 -1.333  -1.922
C -1.359 -4.195 -1.609  2.403
C -0.582 -3.933 -0.320  -1.546
C -1.103 -5.662 -2.003  -2.092
C -0.958 -3.246 -2.785  1.607
O -1.611 -3.711 -3.965  -0.680
C 0.555 -3.220 -3.132  -1.548
C 1.505 -2.179 -2.516  -1.054
C 2.130 -2.547 -1.203  -0.206
C 2.901 -3.704 -1.095  0.013
C 3.503 -4.052 0.098  -0.766
C 3.347 -3.225 1.203  0.065
Cl 4.095 -3.645 2.698  -0.238
C 2.606 -2.055 1.112  -1.239
C 2.005 -1.723 -0.089  1.169
C -1.576 -1.816 -2.744  -2.064
N -1.392 -0.921 -1.632  0.986
C -0.847 0.299 -1.649  0.122
N -0.983 0.856 -0.454  -0.267
C -1.641 -0.072 0.273  -0.587
N -1.904 -1.143 -0.421  -0.827
H -3.187 -4.855 -0.686  0.507
H -3.425 -4.107 -2.260  0.387
H -3.068 -3.106 -0.835  0.259
H -1.036 -4.516 0.478  0.676
H -0.615 -2.890 -0.026  0.062
H 0.454 -4.241 -0.413  0.278
H -1.270 -6.289 -1.132  0.481
H -0.080 -5.831 -2.333  0.320
H -1.789 -5.998 -2.778  0.625
H -1.329 -4.616 -4.144  0.550
H 0.572 -3.054 -4.213  0.416
H 0.969 -4.214 -2.959  0.250
H 1.023 -1.208 -2.431  0.228
H 2.323 -2.073 -3.234  0.561
H 3.038 -4.339 -1.958  0.470
H 4.092 -4.952 0.173  0.458
H 2.504 -1.410 1.970  0.609
H 1.442 -0.802 -0.152  0.068
H -2.648 -1.977 -2.880  0.501
H -1.201 -1.313 -3.637  0.304
H -0.393 0.770 -2.495  0.500
H -1.906 0.063 1.300  0.461
F -2.712 6.173 -4.763  -0.303
C -2.842 6.487 -3.472  0.236
C -1.740 6.584 -2.693  0.035
N -1.811 6.956 -1.394  0.063
C -0.674 6.777 -0.528  -1.338
C -0.454 5.290 -0.249  1.210
O 0.383 4.927 0.595  -0.571
O -1.113 4.442 -0.902  -0.720
C -3.041 7.241 -0.785  0.471
O -3.117 7.583 0.364  -0.590
N -4.132 7.107 -1.605  -0.105
C -4.190 6.655 -2.923  0.319
O -5.236 6.432 -3.472  -0.569
H -0.764 6.357 -3.096  0.417
H -0.876 7.290 0.418  0.420
H 0.231 7.184 -0.985  0.417
H -5.027 7.265 -1.151  0.237

---

Formula: C32H35BCdNO4S2
Source: OMol25
Level of theory: ωB97M-V/def2-TZVPD

Computed properties:
* ΔE to the lowest compared entry with this formula, charge and spin: 20.9 kcal per mole
* multiplicity: 1
* E_HOMO: -1.66 eV
* LUMO: 2.06 eV
* net charge: -1

Last column: Mulliken charge in e.
Cartesian coordinates (Å):
Cd 0.158 -0.693 -0.061  0.974
O 0.769 1.497 1.132  -0.516
S 0.316 2.611 2.009  -0.042
C 0.052 4.052 0.881  -1.161
C -0.908 3.804 -0.284  0.180
C -0.220 3.912 -1.657  -1.162
C 0.376 2.593 -2.127  -0.617
S -0.848 1.298 -2.666  0.508
O -1.473 0.780 -1.418  -0.752
C -2.080 2.369 -3.400  -0.183
C -3.277 2.605 -2.738  -0.038
C -4.266 3.348 -3.358  -0.786
C -4.072 3.844 -4.642  -0.370
C -2.874 3.595 -5.303  -0.636
C -1.881 2.853 -4.690  -0.092
C -1.403 2.316 2.452  0.630
C -1.928 1.037 2.349  0.089
C -3.226 0.800 2.777  -0.621
C -3.990 1.830 3.306  -0.541
C -3.444 3.102 3.436  -0.482
C -2.144 3.345 3.029  -0.617
H 1.060 4.280 0.531  0.524
H -0.274 4.863 1.533  0.442
H -1.725 4.524 -0.227  0.528
H -1.355 2.811 -0.195  -0.121
H 0.573 4.665 -1.615  0.597
H -0.943 4.264 -2.394  0.277
H 0.925 2.083 -1.332  0.288
H 1.028 2.723 -2.994  0.512
H -3.409 2.195 -1.743  0.464
H -5.200 3.542 -2.845  0.391
H -4.852 4.412 -5.130  0.379
H -2.725 3.981 -6.304  0.375
H -0.944 2.650 -5.197  0.388
H -1.329 0.208 1.981  0.274
H -3.624 -0.203 2.705  0.507
H -5.004 1.645 3.638  0.381
H -4.029 3.908 3.863  0.367
H -1.712 4.333 3.154  0.265
N -0.833 -1.850 1.341  -1.297
C -0.169 -2.447 2.314  1.035
C 1.255 -2.349 2.575  -0.411
C 1.873 -3.012 3.613  -0.690
C 1.160 -3.820 4.500  -0.454
C -0.218 -3.938 4.298  -0.202
C -0.859 -3.296 3.261  -0.510
H 1.844 -1.726 1.906  0.132
H 2.947 -2.893 3.749  0.294
H 1.659 -4.331 5.316  0.329
H -0.802 -4.546 4.985  0.294
H -1.931 -3.407 3.130  0.334
C 6.379 -5.326 -4.867  -2.178
C 5.900 -4.995 -3.452  2.224
C 7.101 -4.464 -2.654  -1.619
C 5.384 -6.289 -2.804  -1.585
C 4.778 -3.955 -3.446  0.360
C 4.223 -3.441 -4.615  -0.105
C 3.177 -2.514 -4.606  -1.776
C 2.691 -2.114 -3.384  0.912
O 1.689 -1.245 -3.069  -0.485
B 1.602 -1.195 -1.652  -0.191
O 2.602 -2.056 -1.147  -0.133
C 3.246 -2.610 -2.207  0.286
C 4.277 -3.520 -2.212  -1.003
H 7.201 -6.043 -4.817  0.436
H 6.739 -4.433 -5.381  0.433
H 5.579 -5.774 -5.459  0.417
H 7.930 -5.175 -2.697  0.444
H 6.844 -4.307 -1.607  0.324
H 7.437 -3.510 -3.066  0.363
H 6.169 -7.050 -2.788  0.423
H 4.533 -6.678 -3.366  0.370
H 5.056 -6.113 -1.780  0.339
H 4.600 -3.762 -5.577  0.399
H 2.767 -2.133 -5.532  0.422
H 4.668 -3.883 -1.270  0.467